Below is the molecule C16H24N4OS2 in a non-equilibrium geometry, with properties calculated with ωB97M-V/def2-TZVPD.

ORCA input file:
```
! wB97M-V def2-TZVPD RIJCOSX def2/J DEFGRID3
* xyz 0 1
N 0.847 3.594 1.813
H 1.533 -1.014 -3.739
H 1.687 7.677 1.934
C 0.023 -1.722 0.610
H -1.388 -3.839 2.939
H -0.298 -1.299 3.415
H 1.418 -1.529 3.016
S 0.586 6.019 0.569
H -2.039 -2.469 1.973
C 1.206 -3.781 1.578
C -0.250 -2.078 -0.732
C 0.310 1.927 0.431
H 0.028 5.568 3.477
H -0.682 -3.536 -2.014
N 0.658 2.266 1.659
C 0.704 -1.747 -3.799
H 0.572 -2.030 -4.858
O -0.412 -3.401 -1.074
H 1.101 -4.578 2.348
H -1.910 -2.219 -4.603
H -1.618 -4.013 1.161
H 1.131 -4.226 0.643
C -0.629 -1.219 -3.155
H -0.089 0.761 -3.841
C -0.976 0.127 -3.865
H -2.696 -2.012 -3.067
H -0.604 7.159 2.948
N -0.149 0.247 -1.254
N 0.193 -0.434 0.935
H 0.564 -2.799 3.896
S 0.145 3.266 -0.652
C 0.297 6.618 3.248
C 1.315 6.656 2.122
C 0.602 4.241 0.698
H -1.284 -0.032 -4.886
H 0.701 7.098 4.140
C 0.462 -2.014 3.116
H -1.463 -3.238 -3.245
C 0.080 -2.729 1.787
C 0.136 0.532 0.032
H 2.165 -3.315 1.742
C -0.362 -1.001 -1.668
C -1.749 -2.225 -3.548
H 2.191 6.032 2.375
C -1.327 -3.303 1.978
H -1.770 0.684 -3.349
H 1.039 -2.667 -3.231
*
```

Kohn-Sham gap ... 8.36 eV
LUMO energy ... 0.1 eV
HOMO level ... -0.305 Ha
ΔE to the lowest compared entry with this formula, charge and spin ... 0.0 kJ/mol
F_max ... 2.911 eV/A

Partial atomic charges computed with the natural (NBO) method, in multiples of e: number 1, N, carries -0.30; number 2, H, carries 0.22; number 3, H, carries 0.23; number 4, C, carries 0.21; number 5, H, carries 0.21; number 6, H, carries 0.22; number 7, H, carries 0.22; number 8, S, carries 0.26; number 9, H, carries 0.21; number 10, C, carries -0.60; number 11, C, carries 0.28; number 12, C, carries -0.04; number 13, H, carries 0.23; number 14, H, carries 0.49; number 15, N, carries -0.20; number 16, C, carries -0.60; number 17, H, carries 0.22; number 18, O, carries -0.69; number 19, H, carries 0.21; number 20, H, carries 0.22; number 21, H, carries 0.22; number 22, H, carries 0.22; number 23, C, carries -0.10; number 24, H, carries 0.22; number 25, C, carries -0.60; number 26, H, carries 0.22; number 27, H, carries 0.21; number 28, N, carries -0.46; number 29, N, carries -0.41; number 30, H, carries 0.20; number 31, S, carries 0.45; number 32, C, carries -0.63; number 33, C, carries -0.51; number 34, C, carries -0.15; number 35, H, carries 0.20; number 36, H, carries 0.21; number 37, C, carries -0.59; number 38, H, carries 0.16; number 39, C, carries -0.08; number 40, C, carries 0.33; number 41, H, carries 0.21; number 42, C, carries 0.19; number 43, C, carries -0.57; number 44, H, carries 0.24; number 45, C, carries -0.61; number 46, H, carries 0.22; number 47, H, carries 0.20

---

Below is a cluster of 2 separate species, C5H10O in total in a non-equilibrium geometry, with properties calculated with ωB97M-V/def2-TZVPD.

ORCA input file:
```
! wB97M-V def2-TZVPD RIJCOSX def2/J DEFGRID3
* xyz 0 1
H -1.898 0.732 -0.634
H 1.827 -0.664 -1.230
C -0.897 -1.104 0.082
C 0.258 0.758 -0.657
O -0.131 1.493 1.708
H 2.181 0.380 0.186
C -1.038 0.091 -0.861
C 0.507 -0.937 0.560
H 0.427 1.781 -1.006
H -1.119 -0.208 -1.917
H 0.032 1.947 0.859
H 0.949 -1.648 1.262
H 0.188 0.542 1.610
C 1.387 -0.157 -0.362
H -1.628 -1.013 0.899
H -1.069 -2.074 -0.404
*
```

Kohn-Sham gap (alpha / beta) ... 7.62 / 8.78 eV
LUMO energy (alpha / beta) ... 0.0 / 0.6 eV
HOMO level (alpha / beta) ... -0.280 / -0.302 Ha
ΔE to the lowest compared entry with this formula, charge and spin ... 418.5 kJ/mol
F_max ... 2.956 eV/A

Partial atomic charges computed with the natural (NBO) method, in multiples of e: number 1, H, carries 0.23; number 2, H, carries 0.20; number 3, C, carries -0.47; number 4, C, carries -0.09; number 5, O, carries -0.94; number 6, H, carries 0.22; number 7, C, carries -0.48; number 8, C, carries -0.12; number 9, H, carries 0.19; number 10, H, carries 0.22; number 11, H, carries 0.47; number 12, H, carries 0.20; number 13, H, carries 0.46; number 14, C, carries -0.54; number 15, H, carries 0.23; number 16, H, carries 0.22

---

Below is a structure of composition C19H27CrI2NO, with properties calculated with ωB97M-V/def2-TZVPD.

ORCA input file:
```
! wB97M-V def2-TZVPD RIJCOSX def2/J DEFGRID3
* xyz 2 5
C 2.159 0.038 1.675
H -0.871 -1.863 3.316
O 1.419 -0.571 0.577
H 2.402 -0.750 2.388
N 0.742 2.367 0.110
C -0.028 4.446 1.005
H 1.503 5.772 1.730
I -1.785 0.020 1.692
C 3.391 0.764 1.183
C -1.504 -1.956 2.443
H -2.850 -2.448 -2.293
H 0.284 3.293 -4.635
H 1.361 1.039 -5.671
H 3.340 4.210 1.133
H 1.441 0.711 2.145
C 1.575 1.838 -3.661
H 2.381 1.887 -2.919
C 2.308 3.947 0.947
H -0.910 2.591 -2.671
H -2.695 -1.884 -0.636
C 3.101 1.736 0.031
C -2.817 -1.556 -1.668
H 2.627 0.235 -4.737
H -0.273 -2.274 -2.324
C -0.424 -1.204 -2.409
C 1.285 4.816 1.274
H 3.810 1.307 2.034
Cr 0.252 0.544 -0.728
H 4.155 0.053 0.866
H 0.847 3.809 -3.037
H -3.769 -1.036 -1.752
H 1.841 -1.392 0.298
H -1.257 2.892 0.185
C -0.753 1.523 -2.611
H -0.859 5.094 1.237
I -0.650 -3.350 1.111
C 0.606 -0.415 -2.933
C -1.685 -0.670 -2.081
H 1.944 3.820 -4.401
H 1.521 -0.899 -3.248
C 1.126 3.268 -3.942
C 2.143 1.191 -4.927
H 4.012 2.271 -0.231
C -1.819 0.716 -2.175
H -2.761 1.183 -1.914
H 2.894 1.846 -5.364
H 2.822 1.170 -0.866
C 0.464 0.979 -3.067
C -0.251 3.220 0.422
C 2.017 2.723 0.361
H -2.495 -2.305 2.706
*
```

Kohn-Sham gap (alpha / beta) ... 8.65 / 8.67 eV
Expectation value of S² ... 6.017
LUMO energy (alpha / beta) ... -6.2 / -6.6 eV
HOMO level (alpha / beta) ... -0.547 / -0.560 Ha
F_max ... 0.381 eV/A

Partial atomic charges computed with the natural (NBO) method, in multiples of e: number 1, C, carries -0.07; number 2, H, carries 0.25; number 3, O, carries -0.80; number 4, H, carries 0.23; number 5, N, carries -0.61; number 6, C, carries -0.23; number 7, H, carries 0.26; number 8, I, carries 0.25; number 9, C, carries -0.42; number 10, C, carries -0.70; number 11, H, carries 0.26; number 12, H, carries 0.22; number 13, H, carries 0.23; number 14, H, carries 0.25; number 15, H, carries 0.20; number 16, C, carries -0.25; number 17, H, carries 0.21; number 18, C, carries -0.22; number 19, H, carries 0.26; number 20, H, carries 0.24; number 21, C, carries -0.44; number 22, C, carries -0.65; number 23, H, carries 0.21; number 24, H, carries 0.26; number 25, C, carries -0.26; number 26, C, carries -0.09; number 27, H, carries 0.25; number 28, Cr, carries 1.18; number 29, H, carries 0.24; number 30, H, carries 0.20; number 31, H, carries 0.25; number 32, H, carries 0.51; number 33, H, carries 0.21; number 34, C, carries -0.24; number 35, H, carries 0.26; number 36, I, carries 0.23; number 37, C, carries -0.21; number 38, C, carries 0.02; number 39, H, carries 0.25; number 40, H, carries 0.25; number 41, C, carries -0.61; number 42, C, carries -0.60; number 43, H, carries 0.26; number 44, C, carries -0.24; number 45, H, carries 0.26; number 46, H, carries 0.24; number 47, H, carries 0.20; number 48, C, carries -0.05; number 49, C, carries 0.06; number 50, C, carries 0.24; number 51, H, carries 0.26

---

Below is the molecule C2H8N2O2 in a non-equilibrium geometry, with properties calculated with ωB97M-V/def2-TZVPD.

ORCA input file:
```
! wB97M-V def2-TZVPD RIJCOSX def2/J DEFGRID3
* xyz 0 1
H 0.440 -1.737 -1.500
H -0.260 0.184 1.796
H -0.139 3.032 0.634
C -0.508 -0.261 0.820
H -1.283 -2.006 -1.058
H 0.006 -3.127 -0.516
N 0.664 2.508 0.305
C -0.247 -2.097 -0.738
O 0.148 1.558 -0.660
H 1.352 0.170 0.048
N 0.377 0.247 -0.247
O -0.277 -1.607 0.849
H 1.257 3.137 -0.232
H -1.531 0.000 0.499
*
```

Kohn-Sham gap ... 10.46 eV
LUMO energy ... 1.1 eV
HOMO level ... -0.345 Ha
ΔE to the lowest compared entry with this formula, charge and spin ... 562.7 kJ/mol
F_max ... 3.783 eV/A

Partial atomic charges computed with the natural (NBO) method, in multiples of e: number 1, H, carries 0.21; number 2, H, carries 0.17; number 3, H, carries 0.34; number 4, C, carries 0.07; number 5, H, carries 0.19; number 6, H, carries 0.19; number 7, N, carries -0.56; number 8, C, carries -0.27; number 9, O, carries -0.28; number 10, H, carries 0.34; number 11, N, carries -0.34; number 12, O, carries -0.55; number 13, H, carries 0.35; number 14, H, carries 0.14

---

For the records above, the corresponding calculated total energy values read -46659.346 -7390.428 -68288.581 -9274.079 eV.